83
Properties=species:S:1:pos:R:3:mulliken_charge:R:1 method="wB97M-V/def2-TZVPD" homo_lumo_gap_ev=6.90 smiles="C#CC[Si](C)(C(F)(F)C(F)(F)F)C(F)(F)C(F)(F)F.CN(C)P(=O)(N(C)C)N(C)C.CN(C)P(=O)(N(C)C)N(C)C"
C 0.442 -4.620 -3.884 -0.38
C -0.632 -4.330 -4.595 -0.42
C -1.713 -4.009 -5.730 -0.14
Si -2.346 -2.200 -5.754 -0.35
C -2.669 -1.432 -4.033 -1.04
C -1.057 -1.147 -6.720 0.79
F -1.570 0.198 -6.808 -0.28
F -0.925 -1.763 -8.043 -0.27
C 0.411 -1.067 -6.053 0.54
F 0.454 -1.349 -4.653 -0.16
F 0.986 0.262 -6.207 -0.26
F 1.267 -2.030 -6.729 -0.24
C -4.050 -2.249 -6.720 0.72
F -4.320 -0.889 -7.160 -0.27
F -3.784 -3.025 -7.916 -0.29
C -5.247 -2.869 -5.806 0.56
F -4.743 -3.740 -4.753 -0.22
F -6.171 -3.687 -6.561 -0.24
F -5.872 -1.764 -5.146 -0.21
H 1.289 -4.663 -3.099 0.34
H -2.564 -4.797 -5.603 0.39
H -1.270 -4.221 -6.789 0.35
H -3.531 -1.907 -3.439 0.37
H -1.750 -1.422 -3.329 0.36
H -2.960 -0.315 -4.200 0.33
C -4.302 0.417 -0.106 -0.99
N -3.052 -0.033 0.452 0.45
C -3.090 -1.460 0.756 -1.28
P -1.588 0.763 0.759 0.93
O -0.951 0.224 -0.540 -0.82
N -1.549 2.391 0.185 0.33
C -2.687 3.222 -0.153 -1.28
C -0.470 2.720 -0.758 -1.01
N -2.288 1.382 2.260 0.08
C -3.635 1.315 2.779 -0.89
C -1.498 2.397 2.953 -0.90
H -5.118 0.305 0.619 0.42
H -4.582 -0.155 -1.001 0.19
H -4.328 1.452 -0.417 0.26
H -3.114 -1.622 1.839 0.29
H -2.208 -1.968 0.356 0.31
H -3.966 -1.963 0.329 0.40
H -3.101 2.965 -1.132 0.34
H -2.396 4.279 -0.188 0.39
H -3.473 3.177 0.602 0.26
H -0.708 2.382 -1.772 0.30
H 0.475 2.265 -0.449 0.20
H -0.288 3.799 -0.801 0.36
H -4.315 1.996 2.255 0.26
H -3.675 1.590 3.839 0.35
H -4.048 0.304 2.751 0.26
H -1.775 3.410 2.648 0.26
H -0.431 2.257 2.767 0.18
H -1.618 2.328 4.046 0.36
C 2.495 -0.401 4.620 -0.96
N 2.860 0.476 3.537 0.38
C 1.900 0.393 2.441 -1.49
P 4.133 1.576 3.340 0.87
O 3.240 2.780 3.704 -0.79
N 5.113 1.776 4.747 0.25
C 5.205 0.875 5.879 -1.22
C 5.229 3.147 5.268 -1.01
N 5.180 0.228 2.879 -0.06
C 4.958 -1.199 2.903 -0.77
C 6.601 0.546 2.759 -1.03
H 2.521 -1.452 4.301 0.42
H 1.480 -0.199 4.989 0.30
H 3.126 -0.347 5.496 0.23
H 2.343 -0.118 1.580 0.26
H 1.588 1.391 2.121 0.33
H 0.988 -0.151 2.714 0.54
H 4.349 0.978 6.552 0.35
H 6.108 1.083 6.465 0.42
H 5.309 -0.166 5.573 0.24
H 4.349 3.427 5.856 0.31
H 5.351 3.867 4.453 0.30
H 6.109 3.261 5.909 0.34
H 4.989 -1.606 3.920 0.23
H 5.721 -1.738 2.330 0.35
H 4.017 -1.488 2.429 0.20
H 7.139 0.376 3.695 0.31
H 6.744 1.587 2.459 0.32
H 7.086 -0.056 1.974 0.38

---

73
Properties=species:S:1:pos:R:3:mulliken_charge:R:1 method="wB97M-V/def2-TZVPD" multiplicity=2 total_charge=-1 homo_lumo_gap_ev="6.54 / 5.13"
Hg 0.161 1.589 1.778 0.28
N -1.968 -1.190 3.063 -0.26
C -3.141 -0.676 3.751 -0.50
C -3.601 0.614 3.097 -0.56
N -2.599 1.662 3.289 -0.33
H -1.654 -2.044 3.507 0.22
H -1.204 -0.538 3.220 -0.03
H -2.960 -0.477 4.821 0.28
H -3.946 -1.414 3.685 0.39
H -4.588 0.884 3.504 0.34
H -3.702 0.436 2.023 0.20
H -2.295 1.703 4.256 0.14
H -2.962 2.568 3.029 0.22
O 0.132 0.426 4.341 -0.30
C 0.929 0.303 5.317 -0.26
C 0.429 0.324 6.665 -0.65
C 1.238 0.225 7.767 -0.46
C 2.624 0.100 7.621 -0.85
C 3.148 0.051 6.346 -0.43
C 2.358 0.123 5.193 0.87
C 2.981 0.000 3.883 0.24
N 2.396 0.006 2.699 -0.02
C 3.373 -0.203 1.764 -0.51
C 4.583 -0.340 2.370 -0.76
N 4.328 -0.210 3.715 -0.03
H -0.644 0.433 6.778 0.30
H 0.804 0.249 8.761 0.37
H 3.272 0.043 8.487 0.35
H 4.226 -0.050 6.257 0.17
H 3.135 -0.263 0.713 0.45
H 5.575 -0.510 1.988 0.41
H 5.019 -0.253 4.438 0.16
C -2.134 2.939 -2.667 -1.08
Si -0.460 2.093 -2.949 0.32
C -0.034 2.329 -4.789 -1.00
C 0.843 3.057 -1.970 -0.79
Si -0.514 -0.187 -2.400 0.28
Te -1.127 -0.697 -0.044 -0.15
Si 1.525 -1.133 -3.086 0.29
C 1.840 -2.807 -2.254 -1.11
C 3.018 -0.023 -2.702 -1.02
C 1.589 -1.451 -4.962 -1.05
Si -2.235 -1.216 -3.625 0.15
C -2.152 -3.095 -3.368 -1.04
C -3.928 -0.659 -2.974 -0.98
C -2.250 -0.916 -5.503 -1.05
H -2.093 4.013 -2.858 0.37
H -2.463 2.791 -1.636 0.29
H -2.898 2.511 -3.322 0.25
H -0.058 3.381 -5.083 0.39
H -0.739 1.788 -5.426 0.21
H 0.964 1.943 -5.010 0.22
H 0.790 4.133 -2.149 0.36
H 1.850 2.722 -2.230 0.24
H 0.713 2.890 -0.898 0.05
H 1.827 -2.701 -1.167 0.31
H 2.802 -3.238 -2.543 0.35
H 1.057 -3.522 -2.518 0.27
H 2.977 0.335 -1.671 0.19
H 3.026 0.854 -3.354 0.31
H 3.966 -0.548 -2.837 0.38
H 0.828 -2.175 -5.263 0.23
H 2.561 -1.841 -5.273 0.38
H 1.404 -0.531 -5.522 0.30
H -2.070 -3.316 -2.300 0.29
H -1.276 -3.523 -3.862 0.24
H -3.036 -3.611 -3.750 0.37
H -3.950 -0.753 -1.887 0.22
H -4.751 -1.250 -3.382 0.36
H -4.115 0.391 -3.214 0.26
H -1.295 -1.199 -5.952 0.27
H -2.418 0.140 -5.728 0.28
H -3.036 -1.490 -5.999 0.38

---

85
Properties=species:S:1:pos:R:3:mulliken_charge:R:1 method="wB97M-V/def2-TZVPD" homo_lumo_gap_ev=8.87 relative_energy_kcal_mol=42.87
C 2.113 -0.700 4.276 -0.51
N 1.336 -1.901 3.898 0.36
C 2.139 -2.702 2.976 -0.78
C 1.110 -2.584 5.162 -0.96
C 0.016 -1.530 3.255 -0.53
C -1.005 -0.742 4.100 0.22
O -2.236 -0.857 3.305 -0.62
H 2.950 -0.916 4.888 0.49
H 1.356 0.088 4.694 0.28
H 2.409 -0.237 3.376 -0.06
H 3.171 -2.829 3.340 0.38
H 2.081 -2.217 2.042 0.34
H 1.665 -3.739 2.704 0.29
H 2.110 -2.784 5.419 0.54
H 0.529 -3.557 5.128 0.30
H 0.508 -2.084 6.075 0.29
H -0.486 -2.558 2.949 0.07
H 0.353 -0.891 2.359 0.44
H -0.877 0.344 4.335 -0.06
H -1.255 -1.248 5.177 0.16
H -1.976 -0.437 2.385 0.26
N -1.896 0.474 0.120 0.97
O -1.636 1.270 1.040 -0.56
O -2.496 0.840 -0.850 -0.72
O -1.390 -0.677 0.230 -0.58
O 0.761 1.844 -5.330 -0.67
S -0.222 1.050 -4.670 1.21
O -1.583 1.252 -4.962 -0.65
O 0.137 -0.567 -4.784 -0.21
C 0.749 -0.932 -6.079 -0.25
C 0.920 -2.458 -6.155 -1.15
C -0.150 1.490 -2.988 -0.83
H 1.723 -0.595 -6.310 0.28
H -0.074 -0.716 -6.905 0.31
H 1.943 -2.773 -5.752 0.32
H 1.174 -2.692 -7.262 0.36
H 0.190 -3.131 -5.801 0.27
H 0.763 1.773 -2.703 0.57
H -0.412 0.606 -2.510 0.08
H -1.053 2.106 -2.607 0.25
O -2.827 -3.797 -4.691 -0.66
S -2.379 -3.965 -3.315 1.19
O -3.127 -4.682 -2.390 -0.61
O -0.866 -4.642 -3.404 -0.25
C -0.809 -5.877 -4.127 -0.67
C 0.589 -6.482 -4.124 -1.23
C -2.044 -2.289 -2.795 -0.68
H -1.287 -5.765 -5.128 0.39
H -1.334 -6.505 -3.611 0.69
H 1.247 -5.680 -4.510 0.26
H 0.526 -7.220 -4.842 0.42
H 0.795 -6.894 -3.192 0.33
H -1.612 -2.398 -1.737 0.18
H -2.762 -1.630 -2.659 0.76
H -1.194 -2.069 -3.487 -0.09
C -2.011 4.457 -0.109 0.55
C -1.142 4.884 -1.317 -0.32
O -0.522 6.009 -0.882 -0.35
C -0.835 6.251 0.357 0.62
O -0.395 7.046 1.104 -0.53
O -1.819 5.396 0.839 -0.28
H -1.720 3.468 0.132 -0.30
H -3.038 4.022 -0.422 0.24
H -1.498 5.076 -2.442 0.18
H -0.429 4.273 -1.496 0.27
C 2.626 2.815 0.589 -0.03
C 1.492 1.815 0.834 0.78
O 2.247 0.680 1.233 -0.24
C 3.604 1.110 1.456 0.44
O 4.407 0.321 1.873 -0.59
O 3.743 2.329 1.167 -0.26
H 2.260 3.900 0.862 0.23
H 2.408 2.989 -0.496 0.21
H 1.025 1.324 -0.217 -0.44
H 0.788 2.059 1.362 -0.15
C -1.214 3.986 3.415 -0.10
C -1.438 3.529 4.853 -0.23
O -0.268 2.955 5.233 -0.30
C 0.655 3.130 4.291 0.55
O 1.729 2.642 4.395 -0.57
O 0.216 3.738 3.253 -0.15
H -1.611 5.019 3.263 0.20
H -1.465 3.354 2.864 0.13
H -2.462 2.752 4.828 0.22
H -1.710 4.483 5.626 0.28

---

69
Properties=species:S:1:pos:R:3:mulliken_charge:R:1 method="wB97M-V/def2-TZVPD" multiplicity=4 total_charge=+3 homo_lumo_gap_ev="8.36 / 4.28"
Re 0.016 -0.393 -0.058 2.16
P 2.192 -0.461 -0.665 0.19
P -2.095 -0.878 0.585 0.18
N 0.099 -2.433 -0.455 -0.08
C 2.467 -2.268 -1.003 -0.86
H 3.259 -2.452 -1.749 0.46
H 2.771 -2.733 -0.047 0.50
C 1.105 -2.829 -1.424 -0.93
H 0.875 -2.490 -2.469 0.24
H 1.170 -3.940 -1.480 0.60
C -1.179 -3.051 -0.758 -0.91
H -1.065 -4.157 -0.829 0.60
H -1.606 -2.732 -1.746 0.24
C -2.180 -2.721 0.353 -0.92
H -1.840 -3.183 1.297 0.51
H -3.201 -3.081 0.135 0.46
C -3.473 -0.222 -0.508 0.61
C -3.392 1.300 -0.718 -1.32
H -4.085 1.599 -1.525 0.51
H -2.378 1.621 -1.001 0.26
H -3.681 1.850 0.193 0.24
C -2.531 -0.617 2.399 0.53
C -2.719 0.871 2.739 -1.20
H -2.728 1.009 3.835 0.51
H -3.682 1.246 2.351 0.28
H -1.914 1.497 2.320 0.20
C 3.472 -0.032 0.648 0.61
C 3.544 1.481 0.912 -1.39
H 4.112 1.675 1.841 0.51
H 2.544 1.931 1.020 0.40
H 4.068 2.001 0.091 0.26
C 2.632 0.373 -2.289 0.55
C 2.182 1.843 -2.344 -1.28
H 2.272 2.218 -3.379 0.51
H 2.809 2.482 -1.699 0.21
H 1.136 1.964 -2.026 0.26
C -0.496 -0.100 -1.716 -0.02
O -0.836 0.049 -2.831 -0.41
C -3.676 -1.479 2.957 -1.39
H -4.657 -1.153 2.576 0.28
H -3.551 -2.548 2.713 0.35
H -3.701 -1.388 4.059 0.46
C 4.870 -0.647 0.465 -1.42
H 5.462 -0.496 1.387 0.46
H 4.827 -1.731 0.270 0.35
H 5.421 -0.171 -0.363 0.28
C 4.089 0.214 -2.750 -1.46
H 4.181 0.528 -3.805 0.43
H 4.767 0.852 -2.157 0.32
H 4.445 -0.828 -2.678 0.31
C -4.895 -0.661 -0.130 -1.46
H -5.254 -0.124 0.765 0.33
H -5.590 -0.424 -0.956 0.43
H -4.966 -1.745 0.067 0.31
H -3.205 -0.704 -1.470 0.43
H 1.984 -0.199 -2.983 0.43
H -1.591 -0.957 2.878 0.34
H 3.011 -0.509 1.536 0.20
H 1.195 -1.819 2.438 0.24
H 0.963 -1.086 2.672 -0.13
N -0.862 3.995 0.797 0.00
C 0.381 4.120 0.437 -1.28
C 0.845 2.868 0.186 -0.42
N -0.029 1.863 0.517 0.15
C -1.108 2.681 0.751 -1.18
H -1.542 4.769 0.972 0.35
H 0.886 5.064 0.271 0.46
H 1.742 2.956 -0.257 0.79
H -2.082 2.524 0.838 0.82

---

68
Properties=species:S:1:pos:R:3:mulliken_charge:R:1 method="wB97M-V/def2-TZVPD" multiplicity=5 total_charge=+4 homo_lumo_gap_ev="5.82 / 5.02" relative_energy_kcal_mol=0.00
Pt 0.068 -0.019 0.129 0.87
P 0.228 -1.587 1.897 0.69
P -0.476 1.956 1.206 0.63
P 2.285 0.529 -0.247 0.93
H -0.041 -2.947 -8.648 0.42
C 0.952 -3.242 -8.288 -0.35
C 1.148 -4.423 -7.691 -0.14
H 0.312 -5.113 -7.527 0.37
C -1.239 -2.648 2.088 -1.26
C 0.464 -0.834 3.534 -1.25
C 1.602 -2.763 1.697 -1.11
C -0.808 3.313 0.030 -1.28
C -1.981 1.893 2.251 -1.33
C 0.748 2.652 2.374 -1.50
C 3.176 -0.565 -1.400 -1.20
C 3.357 0.560 1.230 -1.25
C 2.535 2.198 -0.949 -1.29
H 1.779 -2.557 -8.505 0.38
H 2.139 -4.750 -7.368 0.32
H -1.549 -3.066 1.122 0.36
H -2.078 -2.084 2.519 0.29
H -0.977 -3.471 2.768 0.56
H -0.334 -0.118 3.769 0.28
H 1.435 -0.326 3.587 0.37
H 0.449 -1.647 4.275 0.56
H 1.423 -3.392 0.814 0.36
H 1.628 -3.390 2.601 0.51
H 2.562 -2.246 1.584 0.25
H -1.034 4.229 0.590 0.46
H -1.680 3.052 -0.584 0.37
H 0.062 3.497 -0.613 0.33
H -2.014 2.796 2.873 0.63
H -1.974 1.018 2.915 0.30
H -2.878 1.873 1.619 0.37
H 0.273 3.510 2.868 0.60
H 1.646 3.002 1.856 0.39
H 1.012 1.918 3.143 0.33
H 4.216 -0.212 -1.466 0.56
H 2.714 -0.538 -2.394 0.31
H 3.166 -1.599 -1.036 0.33
H 4.300 1.040 0.928 0.52
H 3.574 -0.459 1.573 0.35
H 2.904 1.142 2.042 0.28
H 3.591 2.279 -1.245 0.56
H 2.317 2.984 -0.215 0.37
H 1.903 2.344 -1.834 0.29
C 0.198 -1.560 -3.179 1.20
C 0.304 -0.288 -3.780 -0.44
C 0.397 -0.171 -5.166 -1.18
C 0.363 -1.316 -5.962 -0.02
C 0.213 -2.563 -5.359 -0.10
C 0.170 -2.716 -3.992 -1.21
S 0.008 -1.879 -1.510 -0.10
H -0.168 0.226 -1.503 -0.30
H 0.264 0.604 -3.153 0.68
H 0.484 0.817 -5.618 0.45
H 0.477 -1.256 -7.045 0.42
H 0.191 -3.471 -5.954 0.35
H 0.108 -3.691 -3.515 0.47
C -5.006 -0.753 1.827 -1.06
C -4.536 -0.726 0.359 -0.52
C -3.103 -0.528 0.214 0.19
N -1.950 -0.356 0.224 -0.07
H -4.621 -1.646 2.341 0.31
H -6.098 -0.768 1.888 0.38
H -4.645 0.130 2.370 0.29
H -4.798 -1.677 -0.127 0.37
H -5.047 0.087 -0.178 0.33

---

73
Properties=species:S:1:pos:R:3:mulliken_charge:R:1 method="wB97M-V/def2-TZVPD" homo_lumo_gap_ev=8.27 relative_energy_kcal_mol=40.86
Ce -0.042 0.290 0.115 -1.36
Cl -0.083 0.832 -2.666 -0.38
P -2.585 -0.382 -0.283 0.58
C -2.906 -1.238 -1.891 0.85
C -3.430 -1.313 1.093 0.52
C -3.223 1.382 -0.513 0.62
C -1.860 -2.297 -2.288 -1.28
H -2.819 -0.408 -2.608 0.53
C -4.317 -1.823 -1.877 -1.74
H -4.314 -2.771 -1.320 0.29
H -4.611 -2.008 -2.915 0.49
H -5.063 -1.153 -1.430 0.40
H -0.981 -1.845 -2.750 0.20
H -2.309 -2.986 -3.015 0.48
H -1.509 -2.899 -1.443 0.20
H -2.654 1.679 -1.413 0.44
C -2.860 2.360 0.614 -0.56
C -4.728 1.372 -0.746 -1.68
H -4.963 0.998 -1.747 0.33
H -5.091 2.400 -0.636 0.47
H -5.229 0.757 0.019 0.33
H -2.044 1.986 1.240 -0.93
H -3.682 2.528 1.321 0.43
H -2.531 3.327 0.202 0.42
C -2.705 -2.661 1.289 -1.23
H -4.464 -1.485 0.737 0.57
C -3.475 -0.503 2.404 -1.39
H -2.846 -3.344 0.442 0.26
H -3.113 -3.149 2.184 0.50
H -1.623 -2.543 1.468 0.10
H -2.500 -0.078 2.704 0.19
H -3.771 -1.184 3.216 0.52
H -4.214 0.309 2.358 0.27
Cl 0.147 -1.116 2.506 -0.45
H 0.175 -1.396 -0.553 -0.01
P 2.615 0.444 -0.191 0.13
C 2.850 2.085 -1.102 0.63
C 3.573 0.522 1.431 0.56
C 3.137 -0.880 -1.347 0.98
C 1.804 3.180 -0.826 -0.90
H 2.716 1.785 -2.154 0.59
C 4.253 2.617 -0.806 -1.77
H 4.278 3.097 0.187 0.29
H 4.499 3.359 -1.574 0.49
H 5.016 1.828 -0.832 0.40
H 0.853 3.008 -1.348 0.23
H 2.182 4.169 -1.128 0.56
H 1.587 3.266 0.243 -0.24
H 2.521 -0.615 -2.224 0.44
C 2.750 -2.300 -0.902 -1.42
C 4.628 -0.715 -1.620 -1.61
H 4.831 0.167 -2.238 0.31
H 4.980 -1.604 -2.149 0.49
H 5.196 -0.632 -0.681 0.30
H 2.001 -2.369 -0.107 0.27
H 3.632 -2.849 -0.564 0.45
H 2.311 -2.819 -1.761 0.35
C 2.920 1.548 2.385 -1.08
H 4.590 0.857 1.149 0.80
C 3.613 -0.861 2.097 -1.36
H 3.158 2.588 2.118 0.12
H 3.224 1.375 3.431 0.45
H 1.823 1.440 2.420 0.03
H 2.599 -1.269 2.278 0.06
H 4.083 -0.737 3.084 0.52
H 4.195 -1.586 1.513 0.28
Cl 1.144 4.450 3.925 -0.14
C -0.195 4.246 2.789 0.96
Cl -1.788 4.633 3.453 -0.14
Cl 0.091 5.168 1.311 -0.14
C -0.246 2.673 2.540 -0.23
O -0.549 1.987 3.474 -0.47
O 0.005 2.227 1.327 -0.14

---

| no. | DFT total energy (eV) |
| --- | --- |
| 1 | -88075.8773 |
| 2 | -72413.0992 |
| 3 | -84958.4169 |
| 4 | -48615.6520 |
| 5 | -64816.0442 |
| 6 | -119652.5416 |